Formula: C43H122N16O13
Source: the OMol25 dataset
Level of theory: ωB97M-V with the def2-TZVPD basis set

Output
energy above the lowest of the compared OMol25 structures with the same formula, charge and spin	8.024	eV
frontier orbital gap	9.04	eV

Element x y z (Å)
O1 0.45826 1.40027 5.18986
O2 -3.71001 -3.51989 -3.05075
O3 1.48018 -2.85209 -5.90121
O4 0.31502 -0.93167 0.61835
O5 2.03265 -4.24101 5.95589
O6 0.62314 4.75095 -6.99427
O7 -3.48689 9.38359 0.40702
O8 -3.88983 -0.53664 4.04283
O9 1.42198 -4.98611 -1.63517
O10 -0.11122 5.63481 1.81040
O11 -6.89717 1.88852 -0.22114
O12 3.71891 1.53210 -0.61059
O13 3.27103 -5.45350 1.75327
N1 -1.30482 1.14919 0.10160
N2 -2.17766 -2.06006 -2.54340
N3 -1.60977 4.17868 1.04087
N4 -1.44142 -2.25360 3.41737
N5 6.04783 -1.37106 -0.18345
N6 2.85556 1.66619 6.85112
N7 -0.39094 -8.08569 -2.46744
N8 3.65945 -6.42762 6.40262
N9 -4.02954 -1.77114 -1.57877
N10 -3.91566 1.39521 -2.21211
N11 -3.06361 6.50373 0.56203
N12 1.17020 -0.59556 -4.14014
N13 3.70762 -4.14671 -0.04731
N14 4.84916 -3.87665 1.78604
N15 1.78000 3.86140 -4.55113
N16 0.26658 3.39141 1.88889
C1 1.00044 -6.12267 -2.46018
C2 -2.54187 7.29274 -0.55961
C3 0.02441 -7.12716 -0.26205
C4 -3.35983 -2.46682 -2.46500
C5 -3.95662 10.71450 0.15827
C6 4.73397 0.60218 -0.98278
C7 -0.35990 4.48239 -7.94024
C8 1.04714 -3.72473 -2.10071
C9 -0.11405 -6.82929 -1.77801
C10 0.80353 -1.61004 -6.28804
C11 3.98820 2.88266 -0.88717
C12 1.20317 -1.86742 1.18524
C13 2.02317 -3.49263 -7.09447
C14 0.12777 -1.05287 -5.11350
C15 -4.66738 3.39588 -0.99434
C16 -8.09342 1.33006 0.03028
C17 -2.60485 6.40475 -1.71255
C18 1.52669 3.65335 -7.00319
C19 2.59490 -6.05647 8.42950
C20 0.95092 0.23350 0.08590
C21 -0.68133 0.11985 -5.47717
C22 3.40912 2.43551 -5.57325
C23 1.67524 0.68071 4.85461
C24 -4.91243 0.50306 3.71708
C25 2.95470 1.44299 5.41635
C26 4.27431 0.62981 5.17686
C27 -0.76487 0.68576 5.06251
C28 1.40318 -5.50600 6.16523
C29 2.56348 3.74623 -5.81070
C30 -3.47385 8.58072 -0.72534
C31 -0.17145 1.00384 -0.81950
C32 -4.74125 1.83978 -1.13727
C33 3.90213 -4.53698 1.20333
C34 2.35558 -6.43901 6.99835
C35 -0.51235 4.52296 1.65105
C36 0.17148 2.36627 -1.36789
C37 -2.84518 -2.71070 3.60267
C38 -6.17343 1.48576 -1.41753
C39 -3.81085 -1.59575 3.11498
C40 1.72701 -3.51378 4.79926
C41 4.94586 -0.42721 0.10550
C42 5.43569 0.10393 1.42248
C43 -2.98028 -3.23770 5.07548
H1 3.41876 -6.57494 8.91995
H2 4.48192 -3.63240 -0.44235
H3 1.92712 -6.68075 -2.59404
H4 -4.96549 -2.01239 -1.28568
H5 1.60236 -0.95679 -6.63908
H6 5.14888 0.75072 5.81608
H7 -1.57820 -2.58152 -3.16697
H8 0.13776 -3.54735 -1.52653
H9 1.82469 -1.36062 -4.06009
H10 -1.56945 7.74154 -0.35689
H11 1.77040 -2.91283 -2.02444
H12 -1.39143 -1.45952 4.03949
H13 -3.41998 2.17904 -2.61212
H14 3.88335 2.88359 -1.97212
H15 -1.00894 5.34472 -8.09270
H16 -2.19783 5.41129 -1.52429
H17 6.17172 -1.26886 -1.18060
H18 -4.75736 1.36831 3.07257
H19 0.72573 -3.80704 4.48379
H20 4.00851 -0.95369 0.28520
H21 0.66672 -3.67875 -3.12114
H22 -5.87710 0.10917 3.39712
H23 0.96782 -2.30762 2.15422
H24 -3.63747 3.74939 -1.04372
H25 -4.85685 10.89798 -0.42826
H26 2.90534 -4.13052 -7.03965
H27 -3.64793 6.26168 -1.99471
H28 5.01359 -0.48782 2.23474
H29 -5.22479 3.53827 -0.06854
H30 -0.92611 -6.86221 0.20100
H31 -1.50981 0.20222 0.38680
H32 2.44666 -3.98958 4.13306
H33 6.50563 0.21972 1.59541
H34 1.03669 2.73972 -6.66659
H35 -1.26462 -8.41807 -2.08494
H36 -8.61750 1.73552 0.89575
H37 0.64174 -6.46790 0.34819
H38 -5.10715 3.92406 -1.84034
H39 -0.02316 -1.77160 -6.97984
H40 -4.59112 1.19892 -2.93691
H41 1.83804 -0.11197 -0.44491
H42 0.78823 -5.90194 -3.50629
H43 1.22779 -3.92100 -7.70435
H44 4.89108 3.23112 -0.38570
H45 -0.57869 3.06461 -1.73894
H46 3.92364 -0.34104 5.52696
H47 -3.04421 7.16414 1.32595
H48 -8.95739 1.43094 -0.62659
H49 -4.41524 1.27029 -0.26692
H50 -0.12205 2.46267 1.80818
H51 6.92270 -1.03681 0.19467
H52 2.31354 3.98222 -3.70210
H53 1.67800 -0.31208 5.30456
H54 -1.67146 1.05914 5.53872
H55 1.24127 -2.73746 0.52973
H56 -6.59863 1.80817 -2.36799
H57 0.84909 2.13987 -2.19111
H58 4.49541 -0.07022 -1.80683
H59 1.88436 -7.41398 7.12280
H60 -1.39889 -1.99334 2.44241
H61 4.98033 -4.00862 2.77876
H62 5.66895 1.13264 -1.16310
H63 1.68580 0.49520 3.78056
H64 -3.06435 9.07519 -1.60620
H65 -0.01990 4.25671 -8.95097
H66 1.66721 0.20732 -4.49856
H67 2.20883 -2.73625 -7.85703
H68 -2.72509 -2.56641 5.89544
H69 3.20510 3.55256 -0.53208
H70 -4.53504 8.37616 -0.86720
H71 1.73229 -2.42526 4.85592
H72 -2.91956 -3.57089 2.93737
H73 -4.02443 11.30763 1.07024
H74 2.18931 -1.41546 1.29190
H75 3.31513 4.52937 -5.90972
H76 3.57536 -6.83293 5.48134
H77 5.02542 -2.93605 1.46308
H78 -6.21585 0.39698 -1.44678
H79 4.00574 2.47465 -4.66187
H80 1.33578 -6.04724 5.22150
H81 2.79638 -4.98849 8.51275
H82 -3.06692 11.14744 -0.29901
H83 -4.00826 -3.56182 5.23766
H84 -1.01992 -6.24464 -1.93825
H85 -0.65501 0.47130 -1.63845
H86 -1.95201 6.91495 -2.42078
H87 -1.04515 0.64842 -4.59606
H88 -2.55711 -4.23357 5.20685
H89 -7.97970 0.26795 0.24727
H90 2.54303 0.82540 7.31534
H91 -0.50212 -0.30583 5.43106
H92 -4.80209 -2.04576 3.06008
H93 -3.55231 -1.27575 2.10558
H94 0.35565 -8.75048 -2.32341
H95 -1.11185 3.81731 -7.51558
H96 4.22183 2.26931 -6.28036
H97 3.78574 -5.45556 6.15924
H98 -4.02904 6.21207 0.50745
H99 -1.77309 3.20746 0.81689
H100 0.81557 2.93896 -0.70062
H101 -2.18943 4.92559 0.68559
H102 -1.80023 -1.35302 -1.92880
H103 0.43618 -5.22262 6.58081
H104 3.80057 1.88076 7.13574
H105 1.68316 -5.99605 9.02380
H106 -3.79020 -0.79311 -1.49961
H107 -0.50840 -1.80054 -4.63980
H108 -5.16084 0.90151 4.70076
H109 1.14625 0.76628 1.01655
H110 -1.09169 0.42376 4.05622
H111 4.57039 0.51270 4.13440
H112 1.18408 3.63044 2.23698
H113 5.26156 1.17620 1.51214
H114 -1.55783 -0.05411 -6.10134
H115 3.04887 2.40667 4.91580
H116 2.18423 3.46264 -7.85134
H117 3.02130 -4.64337 -0.59722
H118 0.29423 -8.15946 -0.03923
H119 2.89274 1.47616 -5.54002
H120 -0.08746 0.78292 -6.10625
H121 -2.05034 1.35897 -0.54668
H122 1.07259 4.57822 -4.62755